Molecular formula: C18H27BCl2N6O2Ru
Method: DFT, ωB97M-V/def2-TZVPD

HOMO level (alpha / beta) = -11.61 / -11.54 eV
multiplicity = 2
total charge = +1
Kohn-Sham gap (alpha / beta) = 9.06 / 7.33 eV
⟨S²⟩ = 0.76

Each line ends with the Löwdin charge.
CARTESIAN COORDINATES (ANGSTROEM)
Ru 0.78 -0.41 0.73  1.199
C -0.99 0.66 3.84  -0.049
C -1.48 1.09 2.50  -0.317
C -2.63 1.83 2.23  0.033
C -2.71 1.93 0.85  -0.252
C -3.74 2.60 0.01  -0.005
N -1.66 1.26 0.34  0.033
N -0.89 0.75 1.34  -0.029
B -1.30 0.98 -1.12  -0.499
N -1.29 -0.53 -1.36  0.038
N -0.53 -1.35 -0.58  -0.004
C -0.88 -2.61 -0.88  -0.282
C -0.34 -3.87 -0.28  -0.011
C -1.84 -2.59 -1.89  0.030
C -2.09 -1.26 -2.16  -0.251
C -3.04 -0.66 -3.13  -0.004
N 0.15 1.45 -1.42  0.044
N 1.17 0.94 -0.69  -0.067
C 2.31 1.53 -1.11  -0.298
C 3.66 1.16 -0.62  -0.020
C 1.99 2.44 -2.11  0.040
C 0.61 2.37 -2.27  -0.242
C -0.26 3.13 -3.21  0.000
H -1.80 0.73 4.56  0.087
H -0.18 1.30 4.19  0.055
H -0.64 -0.37 3.82  0.072
H -3.32 2.23 2.95  0.121
H -4.48 3.07 0.65  0.088
H -4.25 1.89 -0.64  0.084
H -3.29 3.37 -0.62  0.087
H -2.06 1.53 -1.85  0.119
H -0.16 -3.78 0.78  0.065
H 0.57 -4.18 -0.79  0.091
H -1.08 -4.66 -0.42  0.093
H -2.30 -3.45 -2.35  0.122
H -3.53 -1.45 -3.70  0.089
H -2.53 0.00 -3.83  0.086
H -3.81 -0.07 -2.63  0.083
H 3.61 0.68 0.35  0.005
H 4.30 2.04 -0.56  0.094
H 4.13 0.45 -1.31  0.098
H 2.67 3.06 -2.66  0.124
H 0.35 3.74 -3.87  0.089
H -0.94 3.79 -2.66  0.092
H -0.87 2.46 -3.82  0.085
Cl 2.06 0.74 2.58  0.652
C 3.72 0.37 3.19  -0.876
Cl 4.38 -1.12 2.57  0.648
H 3.61 0.30 4.27  0.041
H 4.35 1.21 2.90  0.041
C 2.76 -4.17 1.42  -0.005
O 2.58 -2.96 0.62  -0.070
C 1.74 -2.08 1.04  -0.643
O 0.97 -2.15 2.02  -0.091
H 3.72 -4.08 1.93  0.087
H 2.77 -5.00 0.72  0.102
H 1.95 -4.27 2.14  0.096

---

Molecular formula: C27H31N3O15S
Method: DFT, ωB97M-V/def2-TZVPD

SMILES = [H]/N=C/C[C@H]1[C@@H](CN)COS(=O)(=O)[C@H]1CCN.O=C1C=C(O)C(=O)C=C1O.O=C1C=C(O)C(=O)C=C1O.O=C1C=C(O)C(=O)C=C1O
HOMO level = -9.38 eV
Kohn-Sham gap = 7.36 eV

Each line ends with the Löwdin charge.
CARTESIAN COORDINATES (ANGSTROEM)
N -3.26 -5.29 -3.39  0.105
C -2.92 -4.08 -3.20  -0.252
C -1.92 -3.72 -2.14  -0.119
C -2.37 -2.58 -1.21  -0.258
C -3.44 -2.96 -0.20  -0.261
C -4.84 -3.27 -0.76  -0.235
N -5.31 -2.37 -1.80  0.026
C -2.99 -4.12 0.70  -0.141
O -1.58 -4.39 0.67  -0.228
S -0.63 -3.13 0.86  0.658
O -0.91 -2.55 2.14  -0.261
O 0.69 -3.58 0.56  -0.249
C -1.20 -1.97 -0.40  -0.287
C -0.06 -1.41 -1.24  -0.149
C -0.04 0.13 -1.16  -0.225
N 0.49 0.68 -2.43  -0.008
H -3.90 -5.36 -4.18  0.046
H -3.33 -3.28 -3.82  0.111
H -1.68 -4.63 -1.61  0.121
H -1.02 -3.43 -2.68  0.120
H -2.72 -1.76 -1.84  0.135
H -3.57 -2.09 0.44  0.146
H -5.53 -3.20 0.09  0.115
H -4.90 -4.30 -1.11  0.110
H -5.30 -2.78 -2.71  0.050
H -4.85 -1.47 -1.79  0.046
H -3.46 -5.04 0.37  0.133
H -3.29 -3.93 1.73  0.132
H -1.64 -1.16 0.18  0.122
H 0.90 -1.76 -0.88  0.103
H -0.17 -1.68 -2.29  0.104
H 0.62 0.45 -0.37  0.120
H -1.05 0.52 -1.01  0.095
H 0.30 1.67 -2.47  0.079
H 0.00 0.27 -3.21  0.078
C -4.28 2.81 -0.35  0.077
C -4.50 4.14 -0.32  -0.233
C -4.44 4.99 -1.57  -0.310
O -4.67 6.17 -1.44  0.119
C -4.11 4.34 -2.83  0.080
C -3.89 3.02 -2.85  -0.236
C -3.97 2.18 -1.61  -0.312
O -3.76 0.98 -1.74  0.075
O -3.59 2.35 -3.96  0.116
O -4.79 4.80 0.78  0.129
H -4.32 2.20 0.53  0.137
H -4.06 4.96 -3.71  0.138
H -3.50 1.42 -3.69  0.113
H -4.90 5.74 0.52  0.124
C 4.73 2.61 -0.67  0.070
C 3.90 1.71 -1.23  -0.235
C 4.15 0.22 -1.09  -0.311
O 3.35 -0.54 -1.59  0.107
C 5.31 -0.21 -0.34  0.075
C 6.14 0.69 0.20  -0.241
C 5.88 2.17 0.08  -0.320
O 6.67 2.93 0.63  0.089
O 7.21 0.36 0.91  0.110
O 2.83 2.06 -1.92  0.081
H 4.56 3.68 -0.76  0.134
H 5.48 -1.28 -0.25  0.136
H 7.61 1.20 1.21  0.109
H 2.34 1.25 -2.24  0.081
C 3.54 2.54 4.94  0.074
C 4.63 2.63 4.16  -0.232
C 5.69 1.57 4.13  -0.299
O 6.62 1.75 3.38  0.100
C 5.53 0.41 4.99  0.080
C 4.45 0.32 5.78  -0.236
C 3.38 1.38 5.79  -0.314
O 2.43 1.20 6.53  0.108
O 4.23 -0.70 6.59  0.121
O 4.85 3.65 3.34  0.118
H 2.77 3.30 4.96  0.135
H 6.31 -0.35 4.97  0.137
H 3.37 -0.52 7.03  0.120
H 5.69 3.46 2.88  0.103

---

Molecular formula: C14H11N5O4
Method: DFT, ωB97M-V/def2-TZVPD

HOMO level = -9.46 eV
Kohn-Sham gap = 6.59 eV

Each line ends with the Löwdin charge.
CARTESIAN COORDINATES (ANGSTROEM)
N 3.88 -2.77 0.20  0.180
C 2.73 -2.75 0.01  -0.157
C 1.31 -2.75 -0.23  -0.181
C 0.41 -2.43 0.85  0.046
C -0.97 -2.66 0.63  -0.108
N -1.99 -2.80 1.56  -0.143
O -2.06 -2.71 2.77  0.095
O -3.13 -3.22 0.79  0.058
N -2.83 -3.30 -0.55  0.152
C -1.51 -2.96 -0.63  -0.136
C -0.60 -3.08 -1.76  -0.046
N -1.04 -3.24 -3.12  -0.309
O -2.25 -3.18 -3.43  0.095
O -0.14 -3.44 -3.97  0.049
C 0.78 -3.04 -1.50  0.089
H 0.75 -2.33 1.89  0.153
H 1.47 -3.22 -2.33  0.141
C 0.25 5.41 0.73  -0.089
C 1.39 4.80 0.18  -0.083
C 1.41 3.42 -0.04  -0.041
C 0.29 2.65 0.28  -0.232
C 0.27 1.16 0.00  -0.251
N 0.74 0.32 1.07  0.030
C -0.84 3.25 0.85  -0.052
C -0.86 4.63 1.07  -0.085
H 0.23 6.49 0.89  0.100
H 2.26 5.40 -0.08  0.103
H 2.29 2.92 -0.46  0.116
H -0.75 0.88 -0.32  0.111
H 0.97 0.97 -0.82  0.112
H 0.32 0.56 1.97  0.087
H 0.65 -0.67 0.87  -0.018
H -1.70 2.62 1.11  0.113
H -1.75 5.09 1.50  0.102

---

Molecular formula: C5H8Cl4O2S
Method: DFT, ωB97M-V/def2-TZVPD

SMILES = ClC(Cl)(Cl)Cl.O=S1(=O)CCCC1
HOMO level = -10.12 eV
Kohn-Sham gap = 9.93 eV

Each line ends with the Löwdin charge.
CARTESIAN COORDINATES (ANGSTROEM)
C -0.86 0.59 0.46  -0.229
C 0.27 -0.51 0.33  -0.243
C -0.31 -1.93 0.48  -0.192
S -1.45 -1.62 1.90  0.733
O -0.69 -1.81 3.15  -0.362
O -2.70 -2.34 1.62  -0.364
C -1.68 0.23 1.69  -0.197
H -1.52 0.73 -0.40  0.105
H -0.45 1.58 0.69  0.102
H 1.10 -0.21 0.97  0.114
H 0.83 -0.35 -0.59  0.051
H 0.45 -2.71 0.45  0.108
H -0.95 -2.11 -0.39  0.097
H -1.19 0.42 2.65  0.092
H -2.76 0.30 1.69  0.101
C 2.41 2.00 -2.94  -1.987
Cl 3.31 3.49 -2.86  0.558
Cl 0.71 2.11 -2.36  0.513
Cl 2.27 1.36 -4.62  0.494
Cl 3.22 0.79 -1.90  0.506

---

Which formula does entry 1 have? C18H27BCl2N6O2Ru